Below is C37H26N3OPPd as an isolated structure, with properties calculated with ωB97M-V/def2-TZVPD.

Results
Calculated total energy ... -2134.29811 Eh
HOMO level (alpha / beta) ... -5.91 / -6.47 eV
Energy above the lowest of the compared OMol25 structures with the same formula, charge and spin ... 3.9 kcal per mole
HOMO-LUMO gap (alpha / beta) ... 6.09 / 6.29 eV
F_max ... 0.0119 hartree/bohr
Multiplicity ... 3

Atoms and positions in Å:
C1 2.7211 3.6592 2.2232
H1 0.2685 6.9085 2.1056
Pd1 -0.1602 0.7548 0.2832
H2 2.4500 5.7622 2.4828
H3 -6.3902 0.4267 -1.0295
H4 -3.0908 4.6085 0.8205
C2 2.7034 -0.9556 -0.2121
C3 -4.7028 -1.4272 0.0402
C4 -2.4706 -1.6438 0.8394
C5 -2.0354 4.6271 1.0350
C6 1.4602 -2.4515 -2.6915
C7 5.2523 0.1214 -0.4716
C8 -1.4767 5.8426 1.4604
H5 3.7542 3.6373 2.5407
C9 0.3226 -5.3949 0.7886
C10 1.4315 -3.1613 1.9943
C11 -4.4649 -0.0512 -0.1676
C12 -1.0472 -1.7493 -3.6551
C13 0.4009 -4.1993 0.0870
N1 -2.2224 -0.3679 0.6693
N2 0.8377 2.4255 1.4347
C14 1.3640 -4.3582 2.6868
C15 2.0030 4.8204 2.1878
C16 -5.0851 2.1238 -0.9457
C17 5.0814 -1.1805 -0.0144
H6 -5.6715 -1.8360 -0.2217
H7 0.0214 -4.1470 -0.9255
C18 4.1507 0.8911 -0.8142
C19 1.6336 1.1681 -0.9687
P1 0.9578 -1.4337 -0.1147
H8 -5.7906 2.7933 -1.4224
C20 2.0845 2.4687 1.8426
H9 5.9460 -1.7771 0.2479
C21 0.9654 -3.0723 0.6803
C22 -2.8830 1.8583 0.0703
H10 3.6915 -2.7494 0.4497
C23 -0.1371 -2.3855 -4.4856
H11 2.6163 1.5246 1.8776
H12 -3.6297 3.6778 -0.7831
C24 -3.8405 2.6458 -0.5532
C25 0.1037 3.5699 1.3693
O1 1.6750 2.0999 -1.7206
C26 -3.1970 0.4525 0.2023
C27 0.6530 4.8063 1.7785
H13 -0.1170 -6.2633 0.3148
H14 4.2583 1.9036 -1.1823
C28 3.8106 -1.7291 0.1075
H15 2.4430 -2.7196 -2.3214
C29 -5.4224 0.8161 -0.7417
C30 0.5516 -1.8142 -1.8498
H16 -2.0230 -1.4661 -4.0274
C31 -1.2689 3.4723 0.9204
C32 1.1173 -2.7350 -4.0036
H17 -3.8727 -3.2784 0.7305
N3 -1.6537 2.2296 0.5336
H18 1.8311 -3.2243 -4.6535
H19 6.2496 0.5329 -0.5618
H20 -1.6520 -2.2552 1.2050
H21 1.8434 -2.2834 2.4803
H22 -2.1250 6.7089 1.5106
C33 -0.7031 -1.4614 -2.3416
H23 0.7465 -6.4138 2.6273
C34 2.8780 0.3534 -0.6784
C35 -0.1583 5.9627 1.7991
H24 1.7367 -4.4134 3.7014
H25 -1.4116 -0.9510 -1.6987
H26 -0.4006 -2.6025 -5.5127
C36 -3.7190 -2.2224 0.5568
C37 0.8069 -5.4796 2.0847

Charges in e, computed with Löwdin, in the same order as the atoms: number 1, C, carries -0.047; number 2, H, carries 0.104; number 3, Pd, carries 0.749; number 4, H, carries 0.117; number 5, H, carries 0.105; number 6, H, carries 0.084; number 7, C, carries -0.330; number 8, C, carries -0.011; number 9, C, carries -0.146; number 10, C, carries -0.027; number 11, C, carries -0.081; number 12, C, carries -0.070; number 13, C, carries -0.088; number 14, H, carries 0.104; number 15, C, carries -0.080; number 16, C, carries -0.112; number 17, C, carries -0.164; number 18, C, carries -0.070; number 19, C, carries -0.085; number 20, N, carries 0.031; number 21, N, carries 0.033; number 22, C, carries -0.082; number 23, C, carries -0.009; number 24, C, carries -0.084; number 25, C, carries -0.073; number 26, H, carries 0.116; number 27, H, carries 0.103; number 28, C, carries -0.026; number 29, C, carries -0.344; number 30, P, carries 1.032; number 31, H, carries 0.104; number 32, C, carries -0.133; number 33, H, carries 0.104; number 34, C, carries -0.374; number 35, C, carries -0.218; number 36, H, carries 0.104; number 37, C, carries -0.081; number 38, H, carries 0.109; number 39, H, carries 0.095; number 40, C, carries -0.027; number 41, C, carries -0.138; number 42, O, carries 0.046; number 43, C, carries -0.162; number 44, C, carries -0.160; number 45, H, carries 0.104; number 46, H, carries 0.120; number 47, C, carries -0.078; number 48, H, carries 0.110; number 49, C, carries -0.062; number 50, C, carries -0.367; number 51, H, carries 0.106; number 52, C, carries -0.211; number 53, C, carries -0.076; number 54, H, carries 0.104; number 55, N, carries -0.033; number 56, H, carries 0.104; number 57, H, carries 0.104; number 58, H, carries 0.093; number 59, H, carries 0.109; number 60, H, carries 0.103; number 61, C, carries -0.091; number 62, H, carries 0.102; number 63, C, carries -0.243; number 64, C, carries -0.064; number 65, H, carries 0.104; number 66, H, carries 0.077; number 67, H, carries 0.103; number 68, C, carries -0.048; number 69, C, carries -0.087